# C53H80N2O4PPbSi

A molecular structure, C53H80N2O4PPbSi at a distorted geometry (ωB97M-V/def2-TZVPD, OMol25).

Gap between HOMO and LUMO (spin up / spin down) in eV: 5.947 / 5.540
DFT total energy in eV: -89839.6429
HOMO energy (spin up / spin down) in eV: -10.04 / -9.79

```
! RIJCOSX wB97M-V def2-TZVPD def2/J DEFGRID3
* xyz 1 1
Pb 0.10251 1.50207 -0.36269
C -4.11079 -4.97093 0.94261
C -2.57269 -4.95703 0.91581
C -2.07379 -5.12643 2.35271
C -2.05819 -6.13843 0.08321
C -2.13189 -3.63813 0.30471
C -1.36229 -2.71963 0.96481
C -1.11339 -1.44343 0.40701
N -0.36979 -0.48573 0.95831
C 0.15871 -0.45513 2.19171
C -0.37939 -1.08333 3.32981
C 0.25011 -1.01723 4.54291
C 1.52271 -0.40013 4.59901
C 2.08841 0.28157 3.55391
C 1.34961 0.37727 2.32671
O 1.70411 1.14067 1.37661
C 3.43971 0.97827 3.66901
C 3.32791 2.46967 3.32041
C 4.40071 0.29327 2.68521
C 4.03441 0.88037 5.07711
C -0.44449 -1.56333 5.77931
C 0.32431 -1.28993 7.07301
C -1.82149 -0.89393 5.90291
C -0.62089 -3.08013 5.62971
C -1.65489 -1.11483 -0.91669
O -1.63599 0.09097 -1.29689
C -2.23479 -2.17843 -1.68319
C -2.52209 -3.34443 -1.02599
C -2.58399 -2.05393 -3.16419
C -1.91009 -0.86353 -3.85539
C -2.12059 -3.31753 -3.90959
C -4.10949 -1.91663 -3.29049
H -4.46129 -5.86693 1.44871
H -4.53199 -4.95953 -0.05849
H -4.48959 -4.10373 1.47971
H -2.41629 -6.08013 2.74531
H -2.46759 -4.34073 2.99421
H -0.98779 -5.12233 2.39901
H -2.37579 -7.07223 0.54001
H -0.97179 -6.12943 0.04361
H -2.43789 -6.11553 -0.93399
H -0.86819 -2.97313 1.88551
H -1.36189 -1.51923 3.23711
H 2.04651 -0.42943 5.53701
H 3.02041 2.60327 2.28881
H 4.29651 2.94487 3.45631
H 2.60921 2.96437 3.97081
H 4.01601 0.35317 1.67091
H 4.52751 -0.75393 2.95211
H 5.37441 0.77667 2.71821
H 3.39261 1.35857 5.81381
H 4.99381 1.39177 5.09151
H 4.20871 -0.15223 5.36751
H 0.47381 -0.22363 7.22451
H 1.28581 -1.79583 7.08051
H -0.25349 -1.66753 7.91271
H -1.71129 0.18617 5.96371
H -2.31909 -1.23793 6.80491
H -2.46259 -1.12663 5.05791
H 0.34551 -3.56643 5.51981
H -1.22829 -3.32443 4.76291
H -1.10959 -3.48383 6.51251
H -3.04369 -4.11493 -1.56899
H -0.82869 -0.90513 -3.73229
H -2.26919 0.08187 -3.46279
H -2.13219 -0.89393 -4.92069
H -1.05719 -3.48573 -3.74869
H -2.29259 -3.19233 -4.97639
H -2.66139 -4.20543 -3.59599
H -4.45659 -1.03543 -2.75509
H -4.61369 -2.79043 -2.88259
H -4.39049 -1.81743 -4.33629
C -0.71819 2.71867 3.79351
C -0.78589 3.84157 2.76111
C -1.42759 5.08517 3.36991
P -1.53299 3.16327 1.17621
C -1.83619 4.61187 0.01851
C -0.51689 5.37397 -0.11719
C -2.99369 5.55627 0.33391
C -3.17079 2.33737 1.56561
C -3.85789 1.98357 0.24741
C -4.13049 3.06007 2.50681
H -0.09589 3.02507 4.63321
H -0.28689 1.82067 3.35891
H -1.70599 2.47997 4.17961
H 0.24061 4.09367 2.46371
H -2.48579 4.94877 3.56501
H -1.29599 5.96327 2.74651
H -0.94089 5.29227 4.32131
H -2.05129 4.12647 -0.94409
H -0.31969 5.96957 0.77071
H -0.55929 6.04787 -0.96959
H 0.31871 4.68837 -0.26789
H -2.91889 5.97857 1.32951
H -3.95489 5.06047 0.23261
H -2.97629 6.38147 -0.37649
H -2.86059 1.40077 2.04811
H -4.23679 2.87077 -0.25279
H -4.70469 1.32787 0.44101
H -3.17579 1.46977 -0.42919
H -4.41459 4.03727 2.13031
H -3.70949 3.17137 3.50121
H -5.03739 2.46477 2.60011
C 4.51541 2.80327 -4.22929
C 4.42121 1.27917 -4.06159
C 5.19731 0.62557 -5.20499
C 5.06571 0.88717 -2.72289
Si 2.60341 0.60667 -4.06569
O 1.86471 1.43067 -2.73229
C 1.50351 0.80407 -5.58979
C 0.27281 1.45657 -5.51689
C -0.51349 1.62937 -6.64099
C -0.10019 1.13257 -7.86239
C 1.09541 0.43697 -7.94439
C 1.88591 0.27687 -6.82129
C 2.54731 -1.19173 -3.47349
C 2.98231 -2.20353 -4.32829
C 3.01661 -3.52563 -3.92309
C 2.60151 -3.87273 -2.64799
C 2.14171 -2.88483 -1.79369
C 2.11951 -1.56363 -2.20209
H 5.55501 3.09187 -4.38479
H 4.16461 3.32317 -3.33909
H 3.93631 3.14637 -5.08489
H 6.23341 0.95907 -5.19849
H 4.76451 0.89907 -6.16429
H 5.19291 -0.45613 -5.10159
H 6.09671 1.23497 -2.68599
H 5.06671 -0.19413 -2.59869
H 4.52771 1.32887 -1.88419
H -0.08399 1.83427 -4.57249
H -1.44769 2.16317 -6.55999
H -0.70739 1.28357 -8.74359
H 1.41521 0.02717 -8.88949
H 2.81461 -0.26823 -6.90409
H 3.30021 -1.95343 -5.32839
H 3.37361 -4.28713 -4.59949
H 2.64201 -4.90253 -2.32409
H 1.81021 -3.14283 -0.79919
H 1.76761 -0.79963 -1.52269
O 1.69551 3.38237 -3.62929
N 1.54131 2.71567 -2.65019
*
```

Löwdin atomic charge list, values in e, 4 entries: 1.43, -0.03, -0.55, -0.06